Record 1
C15H26HfNO2P as an isolated structure at a distorted geometry. Source: the OMol25 dataset; level of theory: ωB97M-V with the def2-TZVPD basis set.

Properties
- HOMO (Ha) = -0.560
- lowest unoccupied orbital energy (eV) = -10.0
- E_tot (hartree) = -1180.95048
- energy above the lowest of the compared OMol25 structures with the same formula, charge and spin (kcal/mol) = 94.3
- orbital gap (hartree) = 0.194
- total charge = +2
- largest force on an atom (eV Å⁻¹) = 6.96

CARTESIAN COORDINATES (ANGSTROEM)
1 C 0.57060 3.01703 -2.35012
2 C -0.72642 2.55556 -2.05555
3 C -0.90751 1.56984 -1.07120
4 C 0.19862 1.04905 -0.39789
5 C 1.49199 1.53260 -0.65898
6 C 1.67352 2.51725 -1.63884
7 C -2.27293 1.06602 -0.72183
8 C -2.34242 -0.44448 -0.32385
9 N -2.59176 -1.24877 -1.54132
10 Hf -0.24393 -0.15125 1.37319
11 C 2.62965 0.86400 0.07970
12 P 2.04549 -0.89494 0.49050
13 H -1.60992 2.93455 -2.57396
14 H 2.70292 2.83630 -1.86299
15 H 0.71355 3.75614 -3.14385
16 H 2.89356 1.33516 1.04381
17 H 3.54671 0.78498 -0.52212
18 H -2.74002 1.67338 0.08091
19 H -2.92710 1.21659 -1.59407
20 H -1.42945 -1.01723 0.19317
21 C 3.47037 -1.68006 1.27395
22 C 2.17659 -1.57466 -1.22065
23 H -3.22891 -0.58538 0.30974
24 C -1.44310 -1.34457 -2.42032
25 C -3.14601 -2.55264 -1.21520
26 H 0.23830 -1.13708 2.90824
27 H -1.75716 -1.94843 -3.28286
28 H -1.11530 -0.35348 -2.75764
29 H -0.56680 -1.85349 -1.96789
30 H -3.37324 -3.07235 -2.15186
31 H -2.46897 -3.19697 -0.62310
32 H -4.07500 -2.41722 -0.64755
33 H 3.19494 -1.53013 -1.63854
34 H 1.85766 -2.62358 -1.21395
35 H 1.52556 -1.04410 -1.92626
36 H 4.40885 -1.59824 0.71808
37 H 3.62506 -1.25827 2.26806
38 H 3.25047 -2.74187 1.40303
39 H -0.22195 -1.71115 2.45176
40 C -0.23071 0.88513 4.60375
41 O -0.76984 1.97664 3.77616
42 C -0.73599 1.81120 2.43814
43 O -1.01557 2.76817 1.69885
44 H -0.33608 1.22356 5.63081
45 H 0.83159 0.67892 4.35300
46 H -0.76991 -0.07168 4.42755

Record 2
C59H49NOP2ReS4Sb2 as an isolated structure at a distorted geometry. Source: the OMol25 dataset; level of theory: ωB97M-V with the def2-TZVPD basis set.

Properties
- HOMO (alpha / beta) (Ha) = -0.241 / -0.235
- lowest unoccupied orbital energy (alpha / beta) (eV) = -2.4 / -2.3
- E_tot (hartree) = -5241.81000
- spin multiplicity = 2
- orbital gap (alpha / beta) (hartree) = 0.155 / 0.152
- total charge = 0
- largest force on an atom (eV Å⁻¹) = 2.59

CARTESIAN COORDINATES (ANGSTROEM)
1 Re 0.13969 -0.66789 -0.16707
2 S -5.63683 -2.39562 -0.99188
3 Sb -3.69312 -3.50834 -1.21498
4 S -2.47271 -2.74270 0.89668
5 S -1.99046 -1.60454 -0.73802
6 O 1.54357 -1.99156 2.51413
7 C 1.77953 -0.81085 3.16234
8 C 2.74986 -0.50891 4.06935
9 C 2.76283 0.75692 4.66260
10 C 1.74064 1.67156 4.38255
11 C 0.78109 1.41741 3.45167
12 C 0.83324 0.20146 2.63146
13 P -0.73528 -0.82041 2.18863
14 C -2.10641 0.34324 2.40931
15 C -3.28130 -0.07663 3.02521
16 C -4.36612 0.77681 3.09214
17 C -4.28970 2.04767 2.54903
18 C -3.12701 2.47036 1.92409
19 C -2.04275 1.61634 1.84648
20 C -0.88138 -1.82791 3.70808
21 C -1.01287 -3.20999 3.73292
22 C -1.02022 -3.88111 4.94391
23 C -0.87697 -3.18593 6.13249
24 C -0.74787 -1.80694 6.11112
25 C -0.75821 -1.12954 4.90730
26 C 2.44104 -3.00264 2.36901
27 C 3.08833 -3.65408 3.40980
28 C 3.96075 -4.68810 3.12049
29 C 4.17393 -5.07877 1.80631
30 C 3.48495 -4.46888 0.77261
31 C 2.61221 -3.42657 1.04982
32 P 1.60271 -2.66115 -0.26889
33 C 2.82153 -2.50880 -1.61801
34 C 3.45883 -1.27379 -1.71877
35 C 4.34644 -1.02966 -2.74730
36 C 4.60268 -2.01508 -3.68673
37 C 3.97797 -3.24653 -3.58511
38 C 3.08921 -3.50019 -2.55431
39 C 0.56636 -4.07173 -0.73741
40 C 0.08785 -4.14330 -2.04489
41 C -0.71983 -5.20087 -2.42080
42 C -1.08333 -6.16804 -1.49228
43 C -0.63550 -6.07418 -0.18459
44 C 0.18737 -5.02882 0.19824
45 H 3.49885 -1.23712 4.34168
46 H 3.54116 1.01071 5.36367
47 H 1.70918 2.60395 4.92680
48 H -0.00770 2.13033 3.26273
49 H -3.35072 -1.07929 3.42395
50 H -5.27518 0.43840 3.56674
51 H -5.14321 2.70624 2.59614
52 H -3.06031 3.45791 1.49071
53 H -1.13507 1.93176 1.33888
54 H -1.12459 -3.76662 2.81370
55 H -1.12947 -4.95679 4.96271
56 H -0.86785 -3.72026 7.07210
57 H -0.63325 -1.25520 7.03197
58 H -0.66774 -0.05095 4.89485
59 H 2.87759 -3.36494 4.42662
60 H 4.47281 -5.19182 3.92796
61 H 4.87070 -5.87415 1.59033
62 H 3.62209 -4.78940 -0.25089
63 H 3.21958 -0.49800 -0.99957
64 H 4.81260 -0.05801 -2.82849
65 H 5.28146 -1.82172 -4.50467
66 H 4.16681 -4.00766 -4.32723
67 H 2.59052 -4.45851 -2.49944
68 H 0.35447 -3.36590 -2.75043
69 H -1.06458 -5.27390 -3.44318
70 H -1.72057 -6.99083 -1.78793
71 H -0.92220 -6.82272 0.53970
72 H 0.53166 -4.94922 1.22121
73 S 2.76622 1.14063 0.88911
74 C 1.34273 0.37368 1.16197
75 N 0.71859 -0.86818 -3.28440
76 C 0.64896 -0.71873 -2.14360
77 C -2.08961 4.00126 -3.98548
78 C -2.96326 2.95192 -3.36720
79 C -4.25402 2.81621 -3.86693
80 C -5.15619 1.91516 -3.33360
81 C -4.79514 1.15621 -2.23605
82 C -3.51193 1.27311 -1.73416
83 C -2.57962 2.12758 -2.30569
84 Sb -0.58703 2.11246 -1.44034
85 C -0.85808 4.08741 -0.47092
86 C -2.08907 4.69488 -0.67797
87 C -2.39323 5.91503 -0.10622
88 C -1.46257 6.54346 0.70232
89 C -0.24653 5.93085 0.93326
90 C 0.07160 4.69876 0.36476
91 C 1.39189 4.08968 0.69882
92 C 0.43047 2.36633 -3.35661
93 C -0.07807 1.54021 -4.35028
94 C 0.45783 1.54609 -5.62408
95 C 1.50801 2.39697 -5.91585
96 C 2.00955 3.22872 -4.93244
97 C 1.49016 3.22181 -3.64076
98 C 2.07734 4.13411 -2.60987
99 H -2.69337 4.85904 -4.27510
100 H -1.60837 3.61510 -4.88217
101 H -1.31747 4.33786 -3.29963
102 H -4.55471 3.44285 -4.69491
103 H -6.14074 1.81756 -3.76464
104 H -5.49691 0.47352 -1.78117
105 H -3.23614 0.68104 -0.87106
106 H -2.83150 4.20898 -1.29090
107 H -3.35806 6.36486 -0.28875
108 H -1.68841 7.49681 1.15721
109 H 0.48265 6.40664 1.57383
110 H 2.19715 4.80456 0.54424
111 H 1.58036 3.20913 0.08823
112 H 1.42026 3.79136 1.74674
113 H -0.91019 0.88476 -4.13266
114 H 0.05756 0.88897 -6.38201
115 H 1.93418 2.41802 -6.90834
116 H 2.82742 3.89839 -5.16599
117 H 2.72678 4.87289 -3.07270
118 H 2.66862 3.55956 -1.89808
119 H 1.29015 4.65447 -2.06726

Record 3
C41H39AlFN7O9S as an isolated structure at a distorted geometry. Source: the OMol25 dataset; level of theory: ωB97M-V with the def2-TZVPD basis set.

Properties
- HOMO (Ha) = -0.262
- lowest unoccupied orbital energy (eV) = -0.4
- E_tot (hartree) = -3386.82384
- orbital gap (hartree) = 0.247
- total charge = 0
- largest force on an atom (eV Å⁻¹) = 3.24

CARTESIAN COORDINATES (ANGSTROEM)
1 Al 0.75360 -1.28334 -0.39454
2 C -3.75157 4.70578 -0.26789
3 C -2.26184 4.40909 -0.43499
4 N -2.01491 2.98424 -0.44500
5 C -1.47377 2.40680 0.64214
6 C -1.13991 1.07410 0.62453
7 C -0.08615 0.62452 1.61812
8 O 0.03377 1.34289 2.61261
9 O 0.59316 -0.41216 1.31820
10 C -1.54655 0.23882 -0.41815
11 O -1.09234 -0.93369 -0.58044
12 C -2.38261 0.84702 -1.38789
13 C -2.95631 0.13039 -2.52118
14 C -3.26269 0.78621 -3.70105
15 F -3.90182 0.18170 -4.70735
16 C -2.72103 2.12551 -3.91777
17 C -2.59825 2.85528 -2.77001
18 C -2.35321 2.20190 -1.54444
19 N -2.21733 2.61948 -5.10777
20 C -2.38862 1.76123 -6.29376
21 C -1.48473 0.45163 -6.25375
22 N -0.11123 0.61399 -5.70417
23 C -0.06458 1.53650 -4.55323
24 C -0.78489 2.81557 -4.94925
25 H -4.03350 5.77573 -0.33765
26 H -4.00337 4.38138 0.73527
27 H -4.34057 4.18070 -0.90741
28 H -1.81223 4.74739 0.52325
29 H -1.80497 4.89664 -1.28178
30 H -1.12842 3.04171 1.42982
31 H -3.22351 -0.91794 -2.45406
32 H -2.41000 3.91361 -2.86316
33 H -2.18592 2.43162 -7.12151
34 H -3.41719 1.40468 -6.35908
35 H -1.30606 0.11441 -7.30906
36 H -1.97501 -0.32160 -5.67390
37 H 0.63305 0.80645 -6.36995
38 H 0.22188 -0.42257 -5.00533
39 H 0.92880 1.79055 -4.29619
40 H -0.49304 1.01221 -3.67394
41 H -0.45058 3.19590 -5.94557
42 H -0.62871 3.59917 -4.18173
43 C -2.44884 -0.68645 3.92155
44 O -2.42193 -1.98971 4.54488
45 C -1.25437 -2.50156 4.89968
46 C 0.02010 -2.05032 4.53288
47 C 1.11562 -2.81689 4.77822
48 C 0.97575 -4.02973 5.36990
49 C -0.27943 -4.46034 5.85779
50 C -1.40014 -3.71321 5.60670
51 N 1.94186 -5.13215 5.33135
52 N 2.60986 -5.40742 4.31912
53 C 2.56282 -4.63468 3.10514
54 C 3.72156 -4.08434 2.67433
55 C 3.70332 -3.18685 1.56934
56 C 2.54651 -2.76682 0.96060
57 O 2.50381 -1.83916 0.07370
58 C 1.37196 -3.48055 1.29655
59 N 0.23679 -3.08536 0.65028
60 C -0.94139 -3.61786 0.99379
61 C -1.01183 -4.65575 1.95367
62 C 0.11966 -5.05641 2.56066
63 C 1.33387 -4.41479 2.29969
64 H -3.38453 -0.19428 4.10916
65 H -2.26804 -0.75825 2.85266
66 H -1.69701 0.00668 4.35502
67 H 0.13990 -1.09198 4.05924
68 H 2.06260 -2.51206 4.28188
69 H -0.38443 -5.35493 6.37252
70 H -2.44248 -4.03505 5.73174
71 H 4.60953 -4.15795 3.29093
72 H 4.55244 -2.82006 1.06345
73 H -1.91390 -3.33142 0.57973
74 H -1.97917 -5.14585 2.09737
75 H 0.19510 -5.74237 3.40782
76 C 3.44354 2.62616 3.94563
77 C 3.31242 2.53382 2.42401
78 C 2.47735 3.38875 1.70727
79 C 2.03947 3.18752 0.35910
80 C 2.49299 2.03759 -0.25986
81 C 3.32677 1.12287 0.42230
82 C 3.81394 1.41493 1.73554
83 S 1.69798 1.51750 -1.74017
84 O 0.36868 2.06789 -1.75688
85 O 2.44268 1.89425 -2.92950
86 N 1.58777 -0.07312 -1.60911
87 C 2.14308 -0.87784 -2.73063
88 C 0.90311 -1.61251 -3.22992
89 O 0.43574 -1.36428 -4.40765
90 O 0.27694 -2.27678 -2.39917
91 H 3.51918 3.65325 4.25202
92 H 4.35038 2.17627 4.25009
93 H 2.52647 2.21261 4.36067
94 H 2.15199 4.30395 2.18275
95 H 1.29479 3.84032 -0.18457
96 H 3.64961 0.24980 -0.13753
97 H 4.39434 0.75221 2.30684
98 H 2.93412 -1.52664 -2.31665
99 H 2.56427 -0.21422 -3.51696

Which of these has the lowest E_tot? C59H49NOP2ReS4Sb2